1.
C26H23BN6O2PtS7 | ωB97M-V with the def2-TZVPD basis set

XYZ file:
```
66
Properties=species:S:1:pos:R:3:forces:R:3:lowdin_charge:R:1
Pt 1.329 -0.498 0.903 0.0 0.0 0.1 0.409
S 1.801 4.504 6.508 0.0 0.0 0.0 0.332
C 1.699 3.640 5.071 0.0 0.0 0.0 -1.559
S 2.685 3.894 3.699 0.0 0.0 0.0 0.841
C 2.026 2.681 2.597 0.0 0.0 0.0 -1.234
C 1.019 1.951 3.154 0.0 0.0 0.0 -1.129
S 0.020 0.687 2.449 0.0 0.0 0.0 0.468
S 0.584 2.377 4.798 0.0 0.0 0.0 0.838
S 2.725 2.604 1.035 0.0 0.0 0.0 0.393
C 1.561 -1.070 5.281 0.0 0.0 0.0 -0.051
N 1.660 -2.293 4.506 0.0 0.0 0.0 -0.115
C 1.169 -3.523 4.872 0.0 0.0 0.0 -0.061
C 1.429 -4.359 3.841 0.0 0.0 0.0 -0.080
N 2.076 -3.650 2.856 0.0 0.0 0.0 0.008
B 2.570 -4.312 1.522 0.0 0.0 0.0 -0.457
N 1.482 -4.124 0.413 0.0 0.0 0.0 0.001
C 0.391 -4.951 0.272 0.0 0.0 0.0 -0.072
C -0.359 -4.503 -0.756 0.0 0.0 0.0 -0.059
N 0.285 -3.391 -1.252 0.0 0.0 0.0 -0.110
C -0.161 -2.607 -2.385 0.0 0.0 0.0 -0.040
C 1.398 -3.150 -0.513 0.0 0.0 0.0 -0.684
S 2.453 -1.813 -0.756 0.0 0.0 0.0 0.584
C 2.200 -2.373 3.268 0.0 0.0 0.0 -0.657
S 2.960 -1.027 2.490 0.0 0.0 0.0 0.555
H 1.001 -1.287 6.190 0.0 0.0 0.0 0.088
H 1.036 -0.324 4.690 0.0 0.0 0.0 -0.005
H 2.550 -0.692 5.531 0.0 0.0 0.0 0.091
H 0.681 -3.684 5.817 0.0 0.0 0.0 0.107
H 1.221 -5.407 3.724 0.0 0.0 0.0 0.104
H 3.611 -3.837 1.175 0.0 0.0 0.0 0.055
H 2.621 -5.507 1.748 0.0 0.0 0.0 0.063
H 0.243 -5.791 0.927 0.0 0.0 0.0 0.107
H -1.290 -4.852 -1.167 0.0 0.0 0.0 0.111
H -1.239 -2.469 -2.317 0.0 0.0 0.0 0.085
H 0.096 -3.106 -3.322 0.0 0.0 0.0 0.091
H 0.338 -1.643 -2.347 0.0 0.0 0.0 0.046
O -1.972 -1.181 0.305 0.0 0.0 0.0 0.015
C -1.468 -0.278 -0.335 0.0 0.0 0.0 -0.617
N -2.195 0.612 -1.105 0.0 -0.1 0.0 0.149
C -1.348 1.463 -1.897 0.1 0.0 0.0 -0.279
C 0.057 0.933 -1.450 -0.1 -0.1 0.0 -0.485
O 1.081 1.315 -1.967 0.0 0.0 0.0 0.059
N -0.123 0.005 -0.474 0.0 0.1 -0.1 -0.069
C -1.519 2.926 -1.499 0.0 0.0 0.0 -0.140
C -2.670 3.600 -1.905 0.0 0.0 0.0 -0.047
C -2.906 4.904 -1.501 0.0 0.0 0.0 -0.107
C -1.986 5.551 -0.683 0.0 0.0 0.0 -0.108
C -0.841 4.883 -0.279 0.0 0.0 0.0 -0.060
C -0.602 3.575 -0.684 0.1 -0.1 0.1 0.005
C -1.485 1.268 -3.394 0.0 0.0 0.0 -0.141
C -0.790 2.122 -4.252 0.0 0.0 0.0 -0.014
C -0.850 1.944 -5.623 0.0 0.0 0.0 -0.082
C -1.610 0.914 -6.167 0.0 0.0 0.0 -0.115
C -2.297 0.059 -5.323 0.0 0.0 0.0 -0.101
C -2.230 0.232 -3.944 0.0 0.0 0.0 -0.035
H -3.169 0.443 -1.277 0.0 0.1 0.1 0.140
H -3.385 3.097 -2.549 0.0 0.0 0.0 0.112
H -3.807 5.415 -1.822 0.0 0.0 0.0 0.088
H -2.166 6.570 -0.362 0.0 0.0 0.0 0.089
H -0.117 5.364 0.368 0.0 0.0 0.0 0.108
H 0.302 3.079 -0.336 -0.1 0.0 0.0 0.068
H -0.189 2.914 -3.826 0.0 0.0 0.0 0.126
H -0.296 2.611 -6.273 0.0 0.0 0.0 0.096
H -1.657 0.778 -7.241 0.0 0.0 0.0 0.089
H -2.885 -0.755 -5.732 0.0 0.0 0.0 0.091
H -2.750 -0.460 -3.293 0.0 0.0 0.0 0.101
```
Forces are in eV/Å.

Results
* DFT total energy: -120148.728 eV
* relative energy (zero: lowest compared OMol25 entry of this formula, charge and spin): 15.8 kcal per mole
* HOMO: -0.0294 Eh
* HOMO-LUMO gap: 0.1788 Ha
* charge: -2

=====

2.
C26H23Br2IrN5O5S2 | ωB97M-V with the def2-TZVPD basis set

XYZ file:
```
64
Properties=species:S:1:pos:R:3:forces:R:3:lowdin_charge:R:1
Ir 1.358 0.415 -0.156 -0.4 -0.6 -0.1 0.853
O -3.210 -2.831 -0.919 0.0 0.0 0.1 -0.283
S -1.974 -3.479 -1.264 -0.1 -0.1 -0.1 0.725
O -1.750 -4.789 -0.712 0.0 0.0 0.0 -0.283
N -0.641 -2.481 -0.809 0.3 -0.1 0.1 -0.089
C 0.158 -2.106 -1.944 -0.1 -0.1 -0.2 -0.650
S 1.585 -1.120 -1.981 0.5 0.4 0.4 0.651
C -0.435 -2.577 -3.115 0.1 0.2 0.2 -0.278
C -0.015 -2.378 -4.463 -0.1 0.0 -0.1 -0.054
C -0.758 -2.901 -5.490 0.1 0.0 0.1 -0.107
C -1.936 -3.648 -5.274 -0.1 0.0 -0.1 -0.130
C -2.355 -3.876 -3.978 0.0 0.0 0.0 -0.084
C -1.604 -3.356 -2.936 0.0 0.1 0.0 -0.272
H 0.889 -1.816 -4.651 0.0 0.0 0.0 0.083
H -0.423 -2.742 -6.509 0.0 0.0 0.0 0.094
H -2.501 -4.035 -6.110 0.0 0.0 0.0 0.082
H -3.250 -4.450 -3.771 0.0 0.0 0.0 0.113
N 3.554 -2.134 0.101 -0.1 -0.1 0.1 0.126
C 3.565 -1.357 1.198 0.1 0.2 0.1 -0.368
C 4.341 -1.750 2.312 0.0 0.0 0.1 -0.027
C 4.456 -0.924 3.393 0.1 -0.1 0.0 -0.085
C 3.822 0.316 3.370 0.0 0.1 0.0 -0.085
C 3.075 0.639 2.267 0.1 0.0 -0.1 -0.147
N 2.906 -0.174 1.205 -0.2 -0.5 -0.4 -0.065
H 3.792 -3.102 0.224 0.1 0.0 0.1 0.102
H 2.860 -1.936 -0.631 0.0 0.0 -0.1 -0.067
H 4.843 -2.708 2.278 0.0 0.0 0.0 0.105
H 5.055 -1.223 4.245 0.0 0.0 0.0 0.103
H 3.897 1.011 4.193 0.0 0.0 0.0 0.097
H 2.569 1.587 2.204 -0.1 0.0 0.0 0.091
C -1.363 -2.515 1.558 0.1 0.0 0.0 0.014
C -0.373 -2.189 0.482 -0.2 0.0 -0.4 -0.482
O 0.697 -1.611 0.763 -0.3 0.8 0.3 -0.110
H -0.809 -2.869 2.427 0.0 0.0 0.0 0.093
H -2.111 -3.245 1.267 0.0 0.0 0.0 0.057
H -1.853 -1.577 1.824 0.0 0.0 0.0 0.081
Br 3.067 1.890 -1.207 -0.2 0.0 0.1 0.026
N 0.383 3.542 -0.646 -0.1 0.0 0.1 0.104
C -0.256 2.696 -1.500 -0.2 -0.1 0.0 -0.391
C -1.014 3.238 -2.554 0.1 0.0 0.0 -0.027
C -1.802 2.419 -3.318 0.0 0.0 0.0 -0.074
C -1.875 1.065 -3.006 0.0 0.0 0.0 -0.049
C -1.084 0.596 -1.988 -0.2 0.1 0.1 -0.123
N -0.236 1.365 -1.276 0.5 -0.2 -0.1 -0.038
H 0.791 4.367 -1.049 0.0 0.0 0.0 0.096
H 0.934 3.099 0.075 0.1 0.0 0.0 0.014
H -0.974 4.306 -2.719 0.0 0.0 0.0 0.107
H -2.391 2.829 -4.130 0.0 0.0 0.0 0.104
H -2.515 0.384 -3.547 0.0 0.0 0.0 0.109
H -1.118 -0.441 -1.713 0.0 0.1 0.0 0.078
Br 0.001 0.700 4.787 0.0 0.0 0.0 0.790
C -0.856 2.285 4.190 0.0 0.0 0.0 -0.604
C -1.209 3.248 5.123 0.0 0.0 0.0 -0.137
C -1.827 4.412 4.693 0.0 0.0 0.0 -0.100
C -2.111 4.591 3.346 0.0 0.0 0.0 -0.087
C -1.763 3.613 2.429 -0.1 -0.1 0.0 -0.020
C -1.116 2.451 2.839 0.2 0.1 0.0 -0.167
C -0.631 1.468 1.793 0.0 0.1 0.1 -0.653
O -1.389 0.631 1.332 -0.1 0.0 0.0 0.050
O 0.599 1.680 1.480 0.3 -0.3 -0.3 -0.213
H -1.002 3.084 6.171 0.0 0.0 0.0 0.092
H -2.079 5.181 5.412 0.0 0.0 0.0 0.097
H -2.600 5.496 3.009 0.0 0.0 0.0 0.098
H -1.983 3.737 1.376 0.1 0.0 0.0 0.117
```
Forces are in eV/Å.

Results
* DFT total energy: -209622.230 eV
* relative energy (zero: lowest compared OMol25 entry of this formula, charge and spin): 17.9 kcal per mole
* HOMO: -0.1052 Eh
* HOMO-LUMO gap: 0.1949 Ha
* charge: -1

=====

3.
C26H23Cl2F5MoN3SSe2 | ωB97M-V with the def2-TZVPD basis set

XYZ file:
```
63
Properties=species:S:1:pos:R:3:forces:R:3:lowdin_charge:R:1
Mo -0.330 -0.657 -0.983 -0.2 0.1 0.2 1.314
Se -0.799 -0.752 -4.328 0.0 0.0 -0.1 0.771
Se 1.270 -1.772 -4.065 -0.1 0.0 0.0 0.771
C 0.704 -3.041 -2.743 0.1 -0.2 -0.1 -0.669
C 1.057 -4.360 -2.984 -0.1 0.1 0.0 -0.067
C 0.569 -5.368 -2.168 0.0 0.0 0.1 0.020
C -0.317 -5.023 -1.159 0.0 0.1 0.0 0.006
C -0.607 -3.690 -0.958 -0.1 -0.2 0.1 -0.096
N -0.073 -2.688 -1.692 0.1 0.1 -0.1 -0.145
C -0.207 0.915 -3.593 0.0 0.1 0.0 -0.659
C -0.144 2.041 -4.396 0.0 -0.1 0.1 -0.044
C 0.482 3.181 -3.916 0.0 0.0 0.0 0.023
C 1.069 3.144 -2.660 0.0 -0.2 0.1 0.008
C 0.933 2.001 -1.898 0.0 0.1 0.0 -0.130
N 0.263 0.915 -2.325 0.0 0.0 -0.1 -0.174
H 1.664 -4.598 -3.846 0.0 0.0 0.0 0.121
H 0.834 -6.401 -2.351 0.0 0.0 0.0 0.142
H -0.788 -5.767 -0.535 0.0 0.0 0.0 0.135
H -1.296 -3.403 -0.180 0.1 -0.1 0.0 0.090
H -0.540 2.004 -5.400 0.0 0.0 0.0 0.129
H 0.551 4.068 -4.532 0.0 0.0 0.0 0.142
H 1.624 3.985 -2.272 0.0 0.0 0.0 0.133
H 1.368 1.940 -0.912 0.0 0.0 0.0 0.084
F -4.158 4.976 -0.045 0.0 0.0 0.0 0.193
C -3.814 3.745 -0.338 0.0 -0.2 0.0 -0.114
C -2.540 3.287 -0.017 -0.1 -0.1 -0.1 -0.136
F -1.650 4.070 0.589 0.0 0.0 0.0 0.134
C -2.209 1.990 -0.340 0.0 0.0 0.0 -0.200
F -0.949 1.533 0.000 -0.1 0.0 -0.1 -0.050
C -3.065 1.111 -0.972 -0.1 0.1 0.0 -0.449
S -2.614 -0.549 -1.357 0.1 0.0 0.0 0.741
C -4.338 1.588 -1.290 0.1 0.1 0.1 -0.220
F -5.198 0.793 -1.895 0.0 0.0 0.0 0.142
C -4.716 2.891 -0.975 0.2 -0.1 0.1 -0.116
F -5.915 3.321 -1.281 -0.1 0.0 0.0 0.195
Cl 2.615 -0.827 -0.927 0.0 0.2 0.0 0.564
C 3.789 -1.987 -0.125 -0.2 -0.1 -0.2 -0.875
Cl 4.433 -1.382 1.367 0.0 0.0 0.1 0.649
H 4.579 -2.087 -0.863 0.0 -0.1 0.1 0.049
H 3.236 -2.906 0.037 0.1 0.0 0.0 0.042
C 2.123 1.531 4.342 0.0 0.0 0.0 0.033
N 1.384 1.823 3.072 0.0 0.0 -0.1 -0.155
C -0.069 2.019 3.358 0.0 0.0 0.0 0.042
C 1.673 0.848 1.930 0.2 0.1 0.0 -0.100
C 0.868 -0.417 2.020 -0.1 -0.2 0.0 -0.264
C 1.058 -1.236 3.126 0.0 0.0 0.0 -0.035
C 0.182 -2.273 3.428 0.0 0.0 0.0 -0.013
C -0.930 -2.469 2.637 -0.1 0.0 0.0 -0.030
C -1.092 -1.713 1.475 0.0 -0.1 0.1 -0.153
C -0.145 -0.758 1.092 0.2 0.0 0.0 -0.246
H 2.013 2.392 4.997 0.0 0.0 0.0 0.122
H 3.172 1.364 4.112 0.0 0.0 0.0 0.118
H 1.678 0.659 4.812 0.0 0.1 0.0 0.098
H 1.745 2.722 2.747 0.0 0.0 0.0 0.187
H -0.467 1.095 3.768 0.0 0.0 0.0 0.115
H -0.573 2.284 2.436 -0.1 0.0 -0.1 0.089
H -0.163 2.824 4.083 0.0 0.0 0.0 0.123
H 2.746 0.663 1.975 0.0 0.0 -0.1 0.086
H 1.453 1.397 1.018 0.0 0.0 0.0 0.091
H 1.895 -1.057 3.788 0.0 -0.1 -0.1 0.116
H 0.346 -2.877 4.309 0.0 0.0 0.0 0.133
H -1.679 -3.197 2.913 0.0 0.0 0.0 0.132
H -1.991 -1.866 0.890 0.0 0.0 0.0 0.057
```
Forces are in eV/Å.

Results
* DFT total energy: -213793.851 eV
* spin multiplicity: 3
* HOMO (alpha / beta): -0.5986 / -0.6074 Eh
* HOMO-LUMO gap (alpha / beta): 0.2454 / 0.2330 Ha
* charge: +3

=====

- Among the records above, which one has the lowest charge?
  C26H23BN6O2PtS7

=====

- What is the DFT total energy in the first record?
  -120148.728 eV

=====

- Which of these has the lowest charge?
  C26H23BN6O2PtS7

=====

- Look up the DFT total energy of the first one.
  -120148.728 eV